This record from the OMol25 dataset describes 2 unconnected molecules or ions with the total composition C3H3N3O at a distorted geometry. The level of theory is the ωB97M-V functional and the def2-TZVPD basis.

Structure (ORCA input):
```
! wB97M-V def2-TZVPD RIJCOSX def2/J DEFGRID3
* xyz 0 1
N 2.061 -0.245 0.637
C 0.979 -0.553 0.196
C -0.229 -0.930 -0.183
C -1.417 -0.533 0.584
O -1.430 0.208 1.543
H 2.554 0.589 0.335
H -0.329 -1.552 -1.060
H -2.345 -1.006 0.211
N 0.574 2.144 -0.929
N -0.417 1.877 -1.334
*
```

Properties
ΔE to the lowest compared entry with this formula, charge and spin: 19.7 kcal/mol
orbital gap: 10.093 eV
SMILES: N=C=CC=O.N#N
highest occupied orbital energy: -9.618 eV